(1)
# C6H13O4P

A molecular structure, C6H13O4P at a distorted geometry (ωB97M-V/def2-TZVPD, OMol25).

## Properties
Energy relative to the best compared isomer or geometry (same formula, charge and spin) = 0.0 kcal/mol
Electronic energy = -878.806108 hartree
HOMO energy = -10.232 eV
Molar mass = 180.14 Da
2S+1 = 1
Gap between HOMO and LUMO = 10.969 eV

```
24
Properties=species:S:1:pos:R:3:forces:R:3
O -0.985 1.903 2.153 1.3 -1.3 -0.4
O 0.576 0.118 3.189 0.3 0.4 -2.8
O 1.390 1.690 1.301 -0.3 -1.4 0.7
O -0.483 -0.126 0.713 1.6 0.2 1.5
C -1.166 -1.754 -3.482 0.5 0.1 -0.2
C 1.890 0.622 3.416 1.3 -0.4 0.4
C 2.468 1.217 2.106 0.2 -0.9 0.3
C -1.163 0.528 -0.356 -2.1 -0.1 -0.8
C -0.589 -1.148 -2.198 -0.1 0.1 -0.1
C -1.703 -0.538 -1.309 2.1 -0.4 -0.1
P 0.077 0.902 1.825 -3.9 2.4 1.1
H -0.371 -2.166 -4.121 -0.1 0.1 0.2
H -1.628 -0.940 -4.065 -0.2 -0.5 0.2
H -1.852 -2.585 -3.274 -0.1 0.4 -0.1
H 2.544 -0.211 3.755 -0.5 0.5 -0.1
H 1.851 1.392 4.193 -0.1 -0.1 -0.1
H 3.136 2.008 2.371 0.3 0.7 -0.1
H 3.021 0.479 1.528 0.1 -0.2 0.1
H -2.058 1.109 -0.029 1.0 -0.3 0.5
H -0.497 1.212 -0.871 0.2 0.1 -0.1
H -0.063 -1.916 -1.620 0.1 0.2 -0.1
H 0.139 -0.367 -2.504 -0.3 -0.4 0.4
H -2.142 -1.373 -0.752 -0.4 0.5 0.0
H -2.391 -0.053 -1.969 -0.8 0.2 -0.2
```
Positions in Å, forces in eV/Å.

***

(2)
# C6H13OS

A gas-phase ion, C6H13OS (charge +1) at a distorted geometry (ωB97M-V/def2-TZVPD, OMol25).

## Properties
Energy relative to the best compared isomer or geometry (same formula, charge and spin) = 48.6 kcal/mol
Electronic energy = -709.430679 hartree
HOMO energy (spin up / spin down) = -14.295 / -13.577 eV
Net charge = +1
Molar mass = 133.24 Da
2S+1 = 1
Gap between HOMO and LUMO (spin up / spin down) = 8.898 / 8.328 eV

```
21
Properties=species:S:1:pos:R:3:forces:R:3
C 0.442 -0.479 -2.696 -0.1 0.0 -0.5
C -1.037 0.226 1.836 -0.1 0.2 -0.4
C -1.259 -0.881 0.794 0.1 0.3 0.2
C -1.113 1.638 1.217 -1.6 -0.8 1.0
C -0.043 -1.215 -0.062 -0.2 0.0 0.2
C 2.308 0.239 -0.786 0.0 0.1 0.0
O -0.014 2.058 0.620 1.3 0.5 -0.7
S 0.538 0.167 -1.137 0.2 -0.1 0.6
H 1.003 0.010 -3.474 0.3 0.1 -0.1
H -0.479 -0.956 -2.979 -0.2 -0.2 0.1
H -1.795 0.131 2.612 0.0 0.0 0.0
H -0.059 0.100 2.306 0.0 0.1 0.1
H -1.513 -1.805 1.317 0.0 -0.1 -0.1
H -2.112 -0.629 0.161 -0.1 -0.1 0.0
H -2.005 1.735 0.553 0.2 0.1 0.1
H -1.348 2.381 2.016 0.2 0.0 -0.1
H 0.807 -1.467 0.571 0.1 0.0 -0.1
H -0.255 -2.059 -0.718 0.2 0.1 -0.1
H 2.796 0.837 -1.551 -0.1 0.1 -0.1
H 2.723 -0.763 -0.779 -0.1 -0.1 0.0
H 2.415 0.731 0.179 -0.1 0.0 0.0
```
Positions in Å, forces in eV/Å.

***

(3)
# C6H13P

A single C6H13P molecule at a distorted geometry (ωB97M-V/def2-TZVPD, OMol25).

## Properties
Energy relative to the best compared isomer or geometry (same formula, charge and spin) = 109.5 kcal/mol
Electronic energy = -577.561336 hartree
HOMO energy (spin up / spin down) = -8.025 / -7.539 eV
Molar mass = 116.14 Da
2S+1 = 1
Gap between HOMO and LUMO (spin up / spin down) = 7.864 / 7.952 eV

```
20
Properties=species:S:1:pos:R:3:forces:R:3
C 0.621 -1.272 1.020 -0.8 -1.9 0.3
C -2.627 -0.372 0.846 -0.3 -0.1 2.1
C -0.541 -0.020 -0.942 -0.3 -0.8 -3.4
C 0.554 -0.065 0.139 1.6 2.0 1.5
C 0.444 1.258 1.108 -1.6 0.0 -6.6
C 1.959 -0.028 -0.528 0.7 0.5 1.9
P -2.174 0.704 -0.419 0.7 0.2 -0.9
H 0.839 -1.244 2.129 -0.2 0.2 -1.6
H 0.516 -2.305 0.547 0.2 1.5 0.7
H -3.663 -0.208 1.214 0.8 -0.5 -0.1
H -1.841 -0.588 1.649 -1.3 0.2 -1.2
H -0.221 0.590 -1.962 -0.5 -1.3 2.8
H -0.813 -1.087 -1.397 0.9 2.0 1.2
H 1.162 1.341 1.827 1.6 0.0 2.1
H -0.591 1.263 1.312 -0.8 0.3 1.7
H 0.484 2.152 0.329 0.4 -1.5 1.7
H 1.945 -0.615 -1.368 -0.2 -1.4 -2.4
H 2.694 -0.562 0.115 -0.3 0.7 -0.1
H 2.359 0.955 -0.812 -0.4 -0.1 0.3
H -2.931 0.268 -1.542 0.0 0.0 0.2
```
Positions in Å, forces in eV/Å.

***

(4)
# C6H13PS2

A single C6H13PS2 molecule at a distorted geometry (ωB97M-V/def2-TZVPD, OMol25).

## Properties
Energy relative to the best compared isomer or geometry (same formula, charge and spin) = 93.8 kcal/mol
Electronic energy = -1373.937518 hartree
HOMO energy (spin up / spin down) = -8.000 / -7.789 eV
Molar mass = 180.28 Da
2S+1 = 1
Gap between HOMO and LUMO (spin up / spin down) = 7.937 / 7.956 eV

```
22
Properties=species:S:1:pos:R:3:forces:R:3
C -1.145 1.173 0.019 -0.3 1.4 2.0
C 0.279 1.661 -0.066 2.5 -4.3 -1.3
C -1.418 0.077 -0.935 -4.4 -1.2 1.6
C 1.242 0.606 0.641 -1.1 1.7 -0.9
C -0.985 -1.304 -0.494 1.4 -3.1 -1.5
C 0.531 -1.399 -0.957 -0.4 -0.4 0.0
P 3.008 0.587 0.353 0.8 -0.7 1.3
S -1.119 -1.694 1.273 -0.5 1.3 0.5
S 1.663 -2.617 -0.432 -0.4 0.0 1.1
H -1.408 0.750 1.058 0.6 1.1 -1.2
H -1.740 2.114 -0.090 -0.3 -1.1 -0.3
H 0.681 1.799 -1.132 -0.9 -0.1 1.3
H 0.490 2.498 0.466 0.1 3.0 1.5
H -2.548 0.016 -1.083 1.2 0.2 0.1
H -1.009 0.255 -1.853 1.1 0.5 -2.6
H 1.050 0.546 1.713 -0.6 -0.5 -0.2
H -1.635 -2.207 -1.002 1.6 2.4 0.8
H 0.710 -1.384 -2.090 -0.5 0.6 1.5
H 2.830 -0.822 0.450 1.0 -0.1 -0.3
H 3.604 0.556 1.795 -1.0 0.3 -1.7
H -0.848 -2.979 1.249 0.1 -0.7 -0.4
H 1.571 -2.493 0.964 -0.1 -0.1 -1.3
```
Positions in Å, forces in eV/Å.

***

(5)
# C6H14

2 unconnected molecules or ions with the total composition C6H14 at a distorted geometry (ωB97M-V/def2-TZVPD, OMol25).

## Properties
Energy relative to the best compared isomer or geometry (same formula, charge and spin) = 39.2 kcal/mol
Electronic energy = -236.948959 hartree
HOMO energy = -9.440 eV
SMILES = C=CC.CCC
Molar mass = 86.18 Da
2S+1 = 1
Gap between HOMO and LUMO = 10.595 eV

```
20
Properties=species:S:1:pos:R:3:forces:R:3
C 1.508 -0.064 -1.213 -1.8 -0.7 0.4
C 1.868 -0.349 0.235 0.7 0.2 0.4
C 2.201 0.918 1.065 0.5 -0.8 0.3
H 2.322 -0.192 -1.904 0.5 0.5 -0.2
H 0.757 -0.811 -1.488 0.3 -0.1 -0.4
H 0.942 0.866 -1.313 0.6 0.2 -0.2
H 1.104 -0.869 0.820 -0.3 0.0 -0.5
H 2.678 -1.088 0.188 0.2 0.4 0.4
H 2.995 0.668 1.787 -0.3 0.2 -0.1
H 1.312 1.216 1.640 0.3 0.2 -0.3
H 2.573 1.747 0.463 -0.1 0.0 -0.1
C -1.782 -0.025 -1.038 0.5 -0.3 -0.3
C -2.824 -0.260 -0.002 -0.4 -0.5 0.7
C -2.560 -0.426 1.299 0.1 0.1 -0.5
H -1.641 1.023 -1.337 -0.6 -0.1 0.0
H -1.908 -0.625 -1.948 -0.2 0.2 0.1
H -0.811 -0.277 -0.636 0.0 -0.2 0.3
H -3.858 -0.438 -0.309 0.1 0.8 -0.1
H -3.333 -0.404 2.063 0.0 -0.5 -0.2
H -1.541 -0.609 1.628 0.1 0.6 0.1
```
Positions in Å, forces in eV/Å.

***

(6)
# C6H14

A single C6H14 molecule at a distorted geometry (ωB97M-V/def2-TZVPD, OMol25).

## Properties
Energy relative to the best compared isomer or geometry (same formula, charge and spin) = 53.1 kcal/mol
Electronic energy = -236.926834 hartree
HOMO energy = -10.687 eV
SMILES = CCCCCC
Molar mass = 86.18 Da
2S+1 = 1
Gap between HOMO and LUMO = 11.912 eV

```
20
Properties=species:S:1:pos:R:3:forces:R:3
C -2.376 -0.159 -1.256 1.8 2.0 -0.1
C -1.979 0.380 0.101 1.2 -0.5 0.5
C -0.557 -0.108 0.628 -1.1 -0.4 -1.2
C 0.608 0.809 0.050 0.8 0.5 3.8
C 1.948 0.118 -0.404 -1.2 -1.6 4.6
C 2.416 -0.901 0.885 -2.9 1.5 -2.7
H -2.566 -1.178 -1.161 -0.6 -1.8 -0.2
H -3.211 0.418 -1.635 -0.2 -0.2 -0.3
H -1.497 -0.011 -1.891 -0.3 -0.2 -0.5
H -1.847 1.454 0.038 -0.8 0.4 0.3
H -2.793 0.018 0.727 0.2 0.7 0.8
H -0.615 -0.165 1.722 0.4 0.4 -0.2
H -0.536 -1.169 0.333 0.6 0.2 -0.2
H 0.680 1.645 0.900 0.9 -2.0 -1.1
H 0.232 1.511 -0.607 -1.0 0.7 -2.5
H 1.769 -0.373 -1.308 -0.8 -1.8 -1.1
H 2.824 0.575 -0.699 1.5 2.6 0.0
H 1.960 -0.637 1.809 -0.2 1.1 0.7
H 3.399 -1.170 1.075 2.0 -0.1 -0.3
H 1.837 -1.752 0.670 -0.3 -1.7 -0.4
```
Positions in Å, forces in eV/Å.

***

(7)
# C6H14

2 unconnected molecules or ions with the total composition C6H14 at a distorted geometry (ωB97M-V/def2-TZVPD, OMol25).

## Properties
Energy relative to the best compared isomer or geometry (same formula, charge and spin) = 188.7 kcal/mol
Electronic energy = -236.710754 hartree
HOMO energy = -5.182 eV
Molar mass = 86.18 Da
2S+1 = 1
Gap between HOMO and LUMO = 4.442 eV

```
20
Properties=species:S:1:pos:R:3:forces:R:3
C -0.718 -0.031 -1.806 -0.3 0.4 0.5
C -0.851 -0.004 -0.226 1.0 1.8 -1.6
C 0.477 0.027 0.486 0.4 0.8 0.3
C 1.276 -1.189 0.587 0.1 -0.7 -3.2
C 2.511 -1.318 -0.242 -3.2 2.6 1.5
C 2.540 -1.298 1.611 1.6 0.2 1.7
H -1.737 0.003 -2.283 1.0 0.1 0.2
H -0.080 0.840 -2.095 -0.7 -0.6 0.0
H -0.200 -0.937 -2.169 -0.2 0.2 0.2
H -1.432 -0.821 0.064 -1.4 -1.7 0.5
H -1.446 0.932 0.030 0.8 -1.1 -0.2
H -7.551 5.975 -0.457 -0.3 -0.3 0.3
H 0.496 0.742 1.262 0.4 0.5 1.1
H 0.666 -2.121 0.647 0.8 0.0 -0.1
H 2.985 -0.360 -0.566 -0.4 -0.8 0.7
H -7.960 5.532 0.002 0.3 0.3 -0.3
H 2.725 -2.175 -0.771 1.0 -2.4 -0.4
H 2.847 -0.266 1.719 0.4 0.1 0.2
H 1.995 -1.531 2.570 0.1 -0.2 -1.2
H 3.456 -2.001 1.636 -1.5 0.9 -0.4
```
Positions in Å, forces in eV/Å.

***

(8)
# C6H14BINO2

2 unconnected molecules or ions with the total composition C6H14BINO2 at a distorted geometry (ωB97M-V/def2-TZVPD, OMol25).

## Properties
Electronic energy = -764.861292 hartree
HOMO energy = -4.400 eV
Net charge = -1
Molar mass = 269.90 Da
2S+1 = 1
Gap between HOMO and LUMO = 7.145 eV

```
25
Properties=species:S:1:pos:R:3:forces:R:3
C -1.684 0.379 2.707 0.6 0.1 -0.1
C -1.174 1.056 1.668 -0.2 -0.3 -0.5
B -2.036 1.395 0.334 -0.5 -1.2 0.4
I -0.904 2.871 -0.994 0.4 0.3 -0.2
C -2.472 0.107 -0.574 0.3 0.4 -0.1
C -1.404 -0.976 -0.797 -0.1 -0.4 0.0
C -0.621 -0.838 -2.083 -0.1 0.0 0.0
N 0.759 -0.854 -1.952 -0.1 0.4 0.1
O -1.148 -0.790 -3.177 0.0 0.0 -0.1
H -1.277 0.503 3.711 0.4 -0.7 -0.1
H -2.503 -0.327 2.582 -0.5 0.6 0.2
H -0.138 1.398 1.716 -0.3 0.7 0.6
H -3.044 1.966 0.688 0.1 0.3 -0.2
H -2.801 0.477 -1.550 -0.1 -0.2 0.0
H -3.353 -0.366 -0.126 0.1 0.0 0.1
H -1.905 -1.950 -0.874 0.1 0.0 -0.1
H -0.711 -1.057 0.045 -0.1 0.1 0.1
H 1.086 -0.557 -1.043 0.1 0.1 -0.1
H 1.208 -0.338 -2.696 0.1 -0.2 -0.1
C 4.052 -0.685 0.544 0.0 0.2 -0.1
O 3.399 0.415 -0.075 0.1 -0.2 0.0
H 3.319 -1.480 0.650 0.0 0.0 0.0
H 4.884 -1.050 -0.067 0.0 -0.1 0.0
H 4.428 -0.417 1.536 0.0 -0.1 0.0
H 4.042 1.121 -0.172 -0.1 0.1 0.0
```
Positions in Å, forces in eV/Å.

***

(9)
# C6H14CeClOPm

A molecular structure, C6H14CeClOPm at a distorted geometry (ωB97M-V/def2-TZVPD, OMol25).

## Properties
Electronic energy = -1855.744750 hartree
HOMO energy (spin up / spin down) = -2.889 / -2.881 eV
Net charge = -1
Expectation value of S² = 8.7630
Molar mass = 422.75 Da
2S+1 = 6
Gap between HOMO and LUMO (spin up / spin down) = 5.093 / 5.114 eV

```
24
Properties=species:S:1:pos:R:3:forces:R:3
Pm -1.764 0.094 -1.819 0.5 -1.1 0.4
Cl 0.183 -1.609 -1.124 0.1 -1.1 -1.2
C -0.921 -0.053 -4.127 0.1 0.1 -0.1
C -2.840 -2.123 -2.152 -0.1 0.2 -0.1
H -1.807 -0.165 -4.778 0.0 0.2 0.1
H -0.552 0.978 -4.244 0.1 0.2 -0.4
H -0.165 -0.738 -4.561 -0.2 0.4 0.4
H -3.543 -2.026 -2.998 -0.1 0.0 0.2
H -3.436 -2.207 -1.228 -0.2 -0.3 0.0
H -2.317 -3.091 -2.312 -0.1 0.7 0.2
Ce 0.695 -0.413 1.153 -2.0 -0.1 1.1
C 2.035 0.973 0.006 1.5 1.4 -0.9
C -1.044 1.132 0.559 -1.4 1.2 -0.3
H 1.773 1.591 -0.858 0.1 0.0 0.2
H 2.275 1.600 0.896 0.2 0.0 -0.5
H 2.894 0.342 -0.264 0.3 0.2 0.1
H -1.873 1.268 1.313 0.2 -0.8 -0.1
H -0.961 2.252 0.361 0.6 -0.8 -0.3
C 2.068 0.694 4.636 0.2 -0.8 0.9
C 1.431 -0.089 3.512 -0.2 1.6 -1.7
O 1.113 -1.286 3.337 0.9 -0.1 2.5
H 2.963 1.182 4.204 -0.4 -0.3 0.0
H 2.382 0.155 5.550 -0.1 0.0 -0.1
H 1.412 1.538 4.938 0.1 -0.6 -0.4
```
Positions in Å, forces in eV/Å.

***

(10)
# C6H14Cl

2 unconnected molecules or ions with the total composition C6H14Cl (ωB97M-V/def2-TZVPD, OMol25).

## Properties
Energy relative to the best compared isomer or geometry (same formula, charge and spin) = 1.6 kcal/mol
Electronic energy = -697.275161 hartree
HOMO energy = -3.958 eV
Net charge = -1
Molar mass = 121.63 Da
2S+1 = 1
Gap between HOMO and LUMO = 7.940 eV

```
21
Properties=species:S:1:pos:R:3:forces:R:3
C 0.758 0.541 2.154 0.0 -0.1 0.0
C -1.994 -0.090 -1.818 -0.1 0.1 -0.1
C 1.267 -0.634 1.316 0.1 -0.1 0.2
C -0.861 -0.645 -0.956 -0.1 -0.1 0.2
C 1.543 -0.261 -0.145 0.1 -0.1 -0.1
C 0.337 0.303 -0.904 0.1 0.3 0.0
H 1.461 1.388 2.082 -0.2 -0.2 0.1
H 0.671 0.246 3.213 0.0 0.1 -0.3
H -0.232 0.875 1.799 0.4 0.0 0.2
H -1.642 0.067 -2.851 -0.1 -0.1 0.2
H -2.849 -0.786 -1.841 0.2 0.2 -0.1
H -2.338 0.876 -1.413 0.2 -0.5 -0.1
H 2.211 -1.007 1.759 -0.3 -0.1 -0.2
H 0.529 -1.457 1.355 0.3 0.3 0.0
H -0.528 -1.619 -1.364 -0.1 0.2 0.1
H -1.240 -0.821 0.069 0.1 0.1 -0.5
H 2.356 0.491 -0.166 -0.2 -0.3 0.0
H 1.904 -1.161 -0.678 0.0 0.3 0.2
H 0.017 1.256 -0.441 0.1 -0.5 -0.3
H 0.653 0.522 -1.942 -0.1 0.0 0.3
Cl -2.022 1.916 0.771 -0.5 0.5 0.3
```
Positions in Å, forces in eV/Å.